(1)
Formula: C10H21ClSi
Source: the Open Molecules 2025 dataset
Level of theory: ωB97M-V/def2-TZVPD

Last column: Löwdin charge in e.
Geometry (Å):
H  -0.871  -1.810  -0.600  0.093
H  3.511  -1.283  -1.733  0.060
H  4.806  -1.707  -0.430  0.091
H  -0.235  2.068  2.938  0.072
H  2.531  2.027  0.150  0.033
C  -3.393  -0.939  -0.907  -0.291
H  -3.479  -2.098  -0.670  0.141
C  2.087  0.021  -0.062  -0.531
H  3.790  -2.873  -1.047  0.086
C  2.710  -1.416  0.226  -0.302
H  -0.697  -0.254  -1.441  0.063
C  -2.373  -0.155  -0.086  -0.319
H  -2.692  -0.260  0.935  0.100
H  0.332  -0.439  2.101  -0.005
C  -4.744  -0.223  -0.620  -0.114
C  -0.360  2.864  2.102  -0.155
H  1.996  -2.259  0.359  0.096
C  -0.956  -0.685  -0.470  -0.293
H  -5.503  -0.669  -1.358  0.094
C  3.740  -1.762  -0.801  -0.148
C  3.050  1.113  0.146  -0.134
H  -5.008  -0.537  0.377  0.069
H  -4.617  0.742  -0.917  0.030
H  1.844  -0.051  -1.197  0.121
H  -0.660  3.821  2.395  0.021
H  -3.068  -0.918  -2.012  0.122
Cl  -0.184  3.509  -0.585  0.555
H  3.357  0.858  1.115  0.057
H  4.004  1.098  -0.483  0.116
H  -2.367  0.889  -0.269  0.079
C  -0.127  2.552  0.857  -0.777
Si  0.375  0.131  0.692  0.835
H  3.202  -1.355  1.293  0.135

Frontier orbital gap ... 0.359 Ha
Relative energy (zero: lowest compared OMol25 entry of this formula, charge and spin) ... 118.9 kcal per mole
Charge ... 0
Highest occupied orbital energy ... -0.327 hartree



(2)
Formula: C10H21F3IO3P2Pb
Source: the Open Molecules 2025 dataset
Level of theory: ωB97M-V/def2-TZVPD

Last column: Löwdin charge in e.
Geometry (Å):
C  -1.637  1.757  -2.248  -0.125
H  -3.067  3.271  0.149  0.101
C  1.281  1.996  -1.704  -0.442
H  -0.902  -2.856  -0.399  0.051
H  2.342  -2.675  -0.261  0.087
H  -0.417  -2.949  2.801  0.084
H  1.027  -0.240  3.551  0.069
H  -0.655  2.238  -2.274  0.049
H  3.140  -1.176  0.277  0.052
O  1.151  3.095  -2.016  0.261
H  -4.380  1.433  -0.838  0.103
O  0.075  1.297  -0.986  -0.810
C  1.834  -0.782  3.045  -0.244
C  -3.700  0.610  -0.585  -0.185
H  -2.067  2.562  1.465  0.070
H  2.597  -0.062  2.734  0.037
F  3.012  0.860  -2.986  0.180
H  1.231  -3.644  2.891  0.100
H  -1.609  0.882  -2.911  0.103
H  -2.172  -1.800  -1.047  0.043
C  -1.562  -2.022  -0.179  -0.171
H  2.268  -1.532  3.720  0.097
H  3.325  -2.680  1.235  0.111
O  1.131  -0.533  -2.254  0.312
C  2.766  1.494  -1.801  -0.502
F  3.552  2.605  -1.773  0.190
C  0.605  -0.485  -1.321  -0.300
F  3.207  0.691  -0.774  0.035
I  1.267  2.013  1.013  1.321
P  1.184  -1.629  1.593  0.688
C  2.636  -2.087  0.618  -0.160
H  -2.384  2.458  -2.598  0.105
H  -2.183  -2.232  0.692  0.054
H  0.241  -3.856  1.417  0.076
C  -2.115  2.780  0.393  -0.195
C  0.495  -3.167  2.230  -0.189
P  -2.038  1.246  -0.552  0.802
H  -1.274  3.428  0.127  0.052
H  -3.804  -0.186  -1.328  0.077
H  -3.959  0.212  0.401  0.085
Pb  -0.442  -0.337  0.482  0.932

Frontier orbital gap (spin up / spin down) ... 0.199 / 0.253 Ha
Relative energy (zero: lowest compared OMol25 entry of this formula, charge and spin) ... 112.6 kcal per mole
Charge ... +3
Highest occupied orbital energy (spin up / spin down) ... -0.739 / -0.741 hartree



(3)
Formula: C10H21F3IO3P2Sn
Source: the Open Molecules 2025 dataset
Level of theory: ωB97M-V/def2-TZVPD

Last column: Löwdin charge in e.
Geometry (Å):
C  0.164  3.258  -1.472  -0.202
C  -1.373  -3.633  0.708  -0.183
O  -2.531  -0.986  1.978  -0.021
C  0.221  -0.124  -2.201  -0.221
O  -0.405  -0.448  2.529  -0.078
H  -1.380  -3.667  1.804  0.083
C  -2.087  -0.005  4.174  -0.470
Sn  -0.135  -0.107  0.112  0.929
C  0.524  -3.495  -1.451  -0.205
P  0.010  2.527  0.195  0.766
H  -0.801  3.204  -1.997  0.079
H  1.340  2.990  2.148  0.084
C  1.485  3.141  1.069  -0.206
H  1.635  4.210  0.860  0.095
H  0.922  2.719  -2.054  0.050
H  -0.400  0.737  -2.495  0.057
H  1.610  -4.252  1.162  0.099
F  -1.417  -0.634  5.177  0.170
C  -2.629  0.351  0.393  -0.042
H  -0.257  -1.072  -2.454  0.034
H  0.464  4.311  -1.361  0.098
H  -1.588  3.029  1.942  0.069
C  -1.646  -0.556  2.765  -0.504
I  2.772  -0.111  -0.956  0.975
H  0.652  -4.579  -1.304  0.100
H  -1.078  4.499  1.054  0.103
C  1.417  -3.174  1.270  -0.203
F  -1.794  1.327  4.256  0.141
P  0.076  -2.709  0.135  0.772
H  1.186  -0.052  -2.728  -0.063
H  1.114  -2.945  2.301  0.077
H  2.321  -2.603  1.020  0.029
H  -0.279  -3.326  -2.181  0.072
H  2.361  2.567  0.734  0.021
O  -3.643  0.877  0.547  0.212
H  1.456  -3.067  -1.844  0.051
H  -2.266  3.371  0.325  0.071
H  -1.337  -4.657  0.308  0.096
C  -1.366  3.442  0.948  -0.187
F  -3.411  -0.143  4.404  0.183
H  -2.290  -3.134  0.371  0.068

Frontier orbital gap (spin up / spin down) ... 0.172 / 0.173 Ha
Charge ... +3
Highest occupied orbital energy (spin up / spin down) ... -0.737 / -0.737 hartree



(4)
Formula: C10H21I3N6OP
Source: the Open Molecules 2025 dataset
Level of theory: ωB97M-V/def2-TZVPD

Last column: Löwdin charge in e.
Geometry (Å):
H  -2.616  -3.361  -1.384  0.063
H  -0.513  0.329  1.457  0.075
H  2.727  -3.507  5.935  0.075
H  -2.248  -0.196  0.153  0.047
H  1.772  2.461  -2.001  0.149
N  0.759  2.370  -2.014  0.063
H  1.092  -0.533  1.833  0.060
C  0.107  -0.574  1.310  -0.087
H  4.466  -3.096  4.532  0.102
H  -3.203  1.778  -1.819  0.115
N  -2.410  1.237  -1.477  0.010
H  0.989  5.812  -2.342  0.020
C  0.804  0.287  -0.961  -0.590
C  -2.793  0.040  -0.768  -0.707
H  1.746  -2.065  6.235  0.091
H  1.157  -3.332  5.135  0.088
O  2.063  -1.229  3.665  0.006
N  3.941  -2.410  4.021  0.161
P  0.725  4.848  -3.349  0.777
H  -4.096  -1.089  -2.072  0.019
H  -0.169  5.389  -4.303  0.024
C  -3.118  -2.539  -0.845  -0.159
N  -0.011  1.348  -1.521  -0.007
H  -4.177  -2.847  -0.746  0.078
H  1.080  -1.691  -0.214  0.088
C  2.039  -2.794  5.481  -0.002
N  -1.286  3.018  -2.458  0.175
H  -0.600  -1.462  -0.631  0.052
C  0.270  -0.938  -0.218  -0.312
I  2.014  -0.532  -2.654  0.816
C  -1.257  1.821  -1.796  -0.327
H  -2.738  -2.405  0.182  0.074
H  4.382  -1.941  3.246  0.109
I  -1.805  -1.326  -3.427  0.888
H  -0.424  -1.442  1.752  0.087
N  2.064  4.422  -4.067  -0.318
I  -4.801  0.453  0.062  0.924
C  -3.071  -1.212  -1.689  -0.842
C  0.027  3.316  -2.558  -0.378
H  2.852  4.926  -3.659  -0.029
C  2.662  -2.072  4.316  -0.583
H  1.598  0.738  -0.340  0.104

Frontier orbital gap ... 0.307 Ha
Charge ... +1
Highest occupied orbital energy ... -0.443 hartree



(5)
Formula: C10H21IrN3P
Source: the Open Molecules 2025 dataset
Level of theory: ωB97M-V/def2-TZVPD

Last column: Löwdin charge in e.
Geometry (Å):
H  3.805  4.507  1.824  0.090
C  -0.704  -1.019  1.458  -0.378
C  -0.967  -2.801  -0.227  -0.162
H  -0.488  -0.216  -2.386  -0.023
C  -0.882  -2.345  1.092  -0.274
H  -0.968  -2.490  -2.343  0.077
H  3.957  0.482  1.166  0.092
C  4.013  1.501  0.764  -0.067
N  1.485  1.100  1.035  -0.127
H  -0.916  3.516  2.735  0.088
H  2.406  4.418  3.051  0.033
P  -0.573  2.072  -1.240  0.600
C  1.896  2.247  1.610  -0.374
H  3.617  1.471  -0.258  0.102
C  -0.844  -2.005  -1.372  -0.268
Ir  -0.178  0.395  0.239  0.996
H  -0.821  2.868  1.098  -0.011
H  5.110  3.336  1.915  0.088
H  5.053  1.817  0.758  0.085
C  -0.414  2.784  2.107  -0.093
H  -1.308  3.238  -0.892  -0.095
N  3.259  2.438  1.578  -0.124
N  1.011  3.108  2.141  -0.118
H  -0.742  -0.785  2.538  -0.005
H  -0.935  -3.117  1.872  0.084
H  0.937  4.100  3.999  0.103
H  0.857  5.170  2.579  0.101
H  2.234  0.396  0.911  0.053
H  -1.135  1.813  -2.512  -0.091
H  -1.128  -3.871  -0.401  0.095
H  0.711  2.535  -1.675  -0.095
H  -0.611  1.779  2.492  0.070
C  4.056  3.504  2.177  -0.072
C  -0.516  -0.656  -1.365  -0.430
C  1.335  4.263  2.981  -0.043
H  4.016  3.532  3.269  0.091

Multiplicity ... 5
Frontier orbital gap (spin up / spin down) ... 0.090 / 0.225 Ha
Relative energy (zero: lowest compared OMol25 entry of this formula, charge and spin) ... 26.6 kcal per mole
Charge ... 0
Highest occupied orbital energy (spin up / spin down) ... -0.078 / -0.259 hartree



(6)
Formula: C10H21LiN7O3
Source: the Open Molecules 2025 dataset
Level of theory: ωB97M-V/def2-TZVPD

Last column: Löwdin charge in e.
Geometry (Å):
C  -0.638  0.331  -2.003  -0.336
C  -2.140  2.663  0.857  -0.428
N  -1.612  3.256  -0.196  0.095
N  -3.446  2.848  1.116  0.194
N  -1.515  -0.826  -2.202  -0.003
H  0.269  4.052  -0.581  0.134
C  1.548  -3.170  1.008  -0.392
H  -0.530  0.460  -0.920  0.102
H  -2.482  -0.566  -2.021  0.084
C  -0.369  2.861  -2.256  -0.170
H  1.485  -1.443  3.498  0.145
H  0.641  2.702  -2.636  0.107
H  1.226  -4.320  -0.579  0.129
C  1.942  -1.538  2.512  -0.016
H  2.868  -0.957  2.489  0.150
H  -4.014  3.449  0.544  0.125
O  1.536  0.825  -2.935  0.041
C  -1.186  1.620  -2.623  -0.149
H  2.076  -4.307  3.722  0.105
H  2.231  -5.049  0.633  0.117
N  0.837  -2.143  0.551  0.105
O  1.060  -1.286  -2.447  -0.126
C  1.007  -1.099  1.382  -0.445
H  -2.213  3.844  -0.758  0.164
N  -1.421  1.934  1.701  0.221
C  -0.275  3.120  -0.754  -0.142
H  -3.864  2.456  1.943  0.124
H  -0.502  1.577  1.460  0.069
H  -1.469  -1.092  -3.184  0.099
O  0.494  -0.002  1.261  0.026
H  -1.165  1.520  -3.711  0.131
N  2.185  -2.914  2.156  -0.091
C  0.804  -0.060  -2.533  -0.674
H  -2.235  1.745  -2.314  0.105
C  2.811  -3.852  3.050  -0.007
N  1.568  -4.339  0.371  0.231
H  -1.882  1.445  2.451  0.131
H  0.261  2.311  -0.260  0.110
Li  0.044  -1.821  -1.193  0.625
H  3.544  -3.325  3.656  0.102
H  3.319  -4.642  2.497  0.091
H  -0.798  3.734  -2.754  0.118

Frontier orbital gap ... 0.306 Ha
Charge ... +1
Highest occupied orbital energy ... -0.397 hartree



What did we get for energy? Answer: -31107.2195; -56892.4471; -57482.2047; -55281.0932; -27298.5947; -27487.6903 eV, in the order shown.